The following is a DFT calculation (ωB97M-V/def2-TZVPD) of CH2Cl3OPS2 as an isolated structure.

Values from the calculation:
- ΔE to the lowest compared entry with this formula, charge and spin: 114.8 kJ/mol
- LUMO (spin up / spin down): 0.06 / -3.88 eV
- Calculated total energy: -2632.74856 Ha
- HOMO-LUMO gap (spin up / spin down): 0.260 / 0.216 Ha

Geometry as ORCA input:
```
! wB97M-V def2-TZVPD RIJCOSX def2/J DEFGRID3
* xyz 0 3
C -0.309 -1.212 0.450
O 0.073 0.892 -2.092
P 0.171 0.374 1.367
S 2.054 0.541 1.840
S -1.305 1.470 1.979
Cl -0.495 -2.201 1.891
Cl 0.988 -1.692 -0.593
Cl -1.733 -0.999 -0.467
H -0.508 1.672 -2.241
H 1.064 1.154 -2.135
*
```

---

The following is a DFT calculation (ωB97M-V/def2-TZVPD) of C50H63Cl2N4O5PSScSi as an isolated structure.

Values from the calculation:
- ΔE to the lowest compared entry with this formula, charge and spin: 86.7 kJ/mol
- LUMO: 2.29 eV
- Calculated total energy: -5248.65105 Ha
- HOMO-LUMO gap: 0.235 Ha

Geometry as ORCA input:
```
! wB97M-V def2-TZVPD RIJCOSX def2/J DEFGRID3
* xyz -1 1
Sc 1.433 0.016 0.010
C 4.524 -0.063 -2.492
C 4.464 1.048 -1.477
C 5.433 2.031 -1.469
C 5.373 3.014 -0.472
C 4.355 3.005 0.441
C 3.341 2.006 0.355
N 3.460 1.024 -0.590
N 2.248 1.909 1.112
Si 1.660 3.103 2.196
C 2.432 2.909 3.902
C -0.204 2.971 2.352
C 1.967 4.879 1.612
H 5.555 -0.385 -2.649
H 4.136 0.280 -3.453
H 3.919 -0.908 -2.160
H 6.229 2.017 -2.201
H 6.143 3.776 -0.418
H 4.302 3.736 1.236
H 2.364 1.859 4.200
H 1.917 3.516 4.653
H 3.491 3.188 3.903
H -0.493 2.252 3.120
H -0.625 2.604 1.415
H -0.651 3.942 2.595
H 2.977 5.247 1.816
H 1.263 5.551 2.110
H 1.800 4.954 0.532
Cl 1.880 1.477 -7.445
C 1.694 0.870 -5.817
C 1.821 -0.506 -5.583
C 1.677 -1.020 -4.323
Cl 1.933 -2.702 -4.081
C 1.360 -0.193 -3.191
O 1.202 -0.652 -2.014
C 1.259 1.199 -3.489
C 0.998 2.119 -2.424
O 0.703 1.818 -1.279
C 1.434 1.716 -4.783
H 2.051 -1.172 -6.404
H 1.060 3.190 -2.691
H 1.349 2.785 -4.946
C 1.106 -1.324 4.679
C -0.316 -1.128 4.127
C -1.022 -2.490 4.065
C -1.098 -0.181 5.042
C -0.208 -0.576 2.768
C -0.057 -0.175 1.627
H 1.077 -1.839 5.644
H 1.600 -0.359 4.811
H 1.706 -1.908 3.978
H -1.078 -2.936 5.063
H -0.480 -3.171 3.405
H -2.036 -2.379 3.674
H -1.159 -0.597 6.052
H -2.112 -0.031 4.665
H -0.606 0.793 5.097
C 2.206 -4.359 2.781
O 3.196 -4.140 1.798
C 3.909 -2.986 1.873
C 3.989 -2.211 3.017
C 4.765 -1.054 3.044
C 5.486 -0.693 1.922
C 5.392 -1.463 0.769
C 4.577 -2.584 0.702
N 4.494 -3.301 -0.497
C 3.442 -4.071 -1.001
C 2.118 -4.004 -0.780
C 1.325 -5.137 -1.242
C 0.033 -5.294 -0.963
C -0.720 -4.243 -0.246
C 0.122 -3.182 0.344
C 1.409 -2.945 -0.033
O 2.073 -1.854 0.299
H 1.632 -5.219 2.445
H 1.539 -3.496 2.866
H 2.648 -4.578 3.759
H 3.445 -2.502 3.906
H 4.798 -0.450 3.942
H 6.099 0.199 1.921
H 5.939 -1.168 -0.118
H 5.193 -3.049 -1.176
H 3.796 -4.888 -1.624
H 1.860 -5.923 -1.769
H -0.496 -6.186 -1.283
H -1.500 -4.632 0.414
H -0.358 -2.468 0.997
C -6.757 1.640 -0.488
C -5.516 1.249 0.314
C -5.825 0.031 1.195
C -5.176 2.415 1.258
P -3.906 0.912 -0.654
C -3.886 2.392 -1.759
C -4.497 2.518 -3.006
C -4.376 3.684 -3.752
C -3.661 4.763 -3.251
C -3.065 4.665 -2.001
C -3.164 3.487 -1.275
C -4.129 -0.580 -1.792
C -5.491 -0.827 -2.444
C -3.048 -0.499 -2.880
C -3.848 -1.815 -0.880
H -7.542 1.956 0.210
H -7.153 0.813 -1.074
H -6.555 2.477 -1.159
H -6.639 0.277 1.885
H -4.952 -0.251 1.790
H -6.136 -0.835 0.610
H -5.991 2.543 1.978
H -5.064 3.353 0.712
H -4.252 2.224 1.811
H -5.087 1.707 -3.410
H -4.841 3.747 -4.728
H -3.561 5.670 -3.834
H -2.505 5.501 -1.600
H -2.649 3.398 -0.328
H -5.867 0.044 -2.979
H -6.245 -1.134 -1.717
H -5.384 -1.640 -3.170
H -3.313 0.210 -3.663
H -2.903 -1.480 -3.341
H -2.082 -0.196 -2.466
H -4.300 -1.650 0.099
H -1.803 -1.511 -0.393
H -4.355 -2.675 -1.327
O -1.057 -3.085 -2.709
S -1.915 -3.504 -1.584
N -2.468 -2.225 -0.673
*
```

---

The following is a DFT calculation (ωB97M-V/def2-TZVPD) of a 2-piece molecular cluster, C17H25N2O overall.

Values from the calculation:
- ΔE to the lowest compared entry with this formula, charge and spin: 409.9 kJ/mol
- LUMO: -5.40 eV
- Calculated total energy: -847.18340 Ha
- HOMO-LUMO gap: 0.180 Ha

Geometry as ORCA input:
```
! wB97M-V def2-TZVPD RIJCOSX def2/J DEFGRID3
* xyz 1 1
C -2.409 -0.359 -3.359
N -2.589 -0.645 -1.929
C -1.952 -1.924 -1.543
C -0.428 -1.851 -1.675
C 0.145 -0.542 -1.215
N 1.554 -0.349 -1.275
C 2.274 -0.885 -2.452
C 3.794 -0.777 -2.317
O 4.197 0.528 -1.932
C 3.630 0.911 -0.691
C 2.105 0.916 -0.750
C -0.667 0.466 -0.858
C -2.139 0.440 -1.009
H -2.948 0.549 -3.629
H -1.354 -0.217 -3.590
H -2.793 -1.182 -3.959
H -2.244 -2.145 -0.510
H -2.379 -2.723 -2.158
H 0.045 -2.662 -1.109
H -0.149 -2.013 -2.722
H 1.981 -1.932 -2.589
H 1.930 -0.338 -3.336
H 4.178 -1.485 -1.572
H 4.301 -0.998 -3.266
H 3.993 0.216 0.077
H 4.029 1.905 -0.449
H 1.754 1.735 -1.385
H 1.690 1.071 0.252
H -0.234 1.394 -0.536
H -2.496 1.399 -1.398
H -2.628 0.295 -0.042
C -1.226 -0.187 2.548
C -2.324 0.573 2.911
C -2.434 1.515 3.918
C -1.477 1.910 4.831
C -0.174 1.466 4.954
C 0.503 0.534 4.185
C 0.037 -0.202 3.110
H -1.374 -0.857 1.711
H -3.219 0.407 2.330
H -3.396 2.000 4.002
H -1.785 2.664 5.542
H 0.396 1.908 5.759
H 1.532 0.354 4.467
H 0.747 -0.880 2.657
*
```

---

The following is a DFT calculation (ωB97M-V/def2-TZVPD) of a single C20H25N3O molecule.

Values from the calculation:
- ΔE to the lowest compared entry with this formula, charge and spin: 70.3 kJ/mol
- LUMO: 0.65 eV
- Calculated total energy: -1016.63420 Ha
- HOMO-LUMO gap: 0.342 Ha

Geometry as ORCA input:
```
! wB97M-V def2-TZVPD RIJCOSX def2/J DEFGRID3
* xyz 0 1
C -5.365 -3.155 0.341
C -4.681 -2.164 0.881
C -5.097 -0.727 0.825
C -4.129 0.037 -0.077
O -4.421 0.418 -1.189
N -2.915 0.234 0.480
C -1.802 0.824 -0.239
C -1.440 2.200 0.343
C -0.078 2.729 -0.138
C -0.025 2.788 -1.666
C 0.134 4.136 0.425
C 1.035 1.801 0.388
C 0.667 0.391 0.109
C -0.604 -0.063 -0.180
C -0.450 -1.439 -0.412
N 0.812 -1.793 -0.288
N 1.491 -0.683 0.024
C 2.884 -0.708 0.232
C 3.406 -0.124 1.380
C 4.770 -0.123 1.605
C 5.616 -0.716 0.684
C 5.093 -1.304 -0.454
C 3.727 -1.312 -0.706
C 3.179 -1.937 -1.949
H -5.023 -4.175 0.387
H -6.298 -2.984 -0.170
H -3.741 -2.363 1.382
H -5.083 -0.286 1.825
H -6.097 -0.638 0.402
H -2.723 -0.126 1.401
H -2.153 0.932 -1.273
H -1.416 2.117 1.434
H -2.224 2.912 0.081
H -0.028 1.791 -2.097
H 0.881 3.297 -1.990
H -0.881 3.334 -2.054
H -0.604 4.823 0.018
H 1.124 4.505 0.165
H 0.042 4.139 1.509
H 1.144 1.957 1.467
H 1.994 2.048 -0.076
H -1.198 -2.165 -0.660
H 2.737 0.315 2.103
H 5.168 0.333 2.498
H 6.682 -0.723 0.852
H 5.758 -1.765 -1.170
H 2.555 -2.791 -1.692
H 3.984 -2.263 -2.602
H 2.551 -1.228 -2.488
*
```

---

The following is a DFT calculation (ωB97M-V/def2-TZVPD) of a 5-piece molecular cluster, C24H64FNO17P5S overall.

Values from the calculation:
- ΔE to the lowest compared entry with this formula, charge and spin: 191.5 kJ/mol
- LUMO: -5.97 eV
- Calculated total energy: -4491.54783 Ha
- HOMO-LUMO gap: 0.199 Ha

Geometry as ORCA input:
```
! wB97M-V def2-TZVPD RIJCOSX def2/J DEFGRID3
* xyz 1 1
N 2.929 -3.977 2.156
P 4.443 -4.067 2.879
O 4.318 -5.247 3.962
S 5.814 -4.812 1.303
F 5.869 -6.381 1.105
H 2.845 -3.018 1.814
H 2.952 -4.553 1.315
H 4.735 -6.073 3.679
H 7.000 -4.536 1.890
O -0.617 -3.055 1.087
P -1.937 -3.154 0.440
O -3.053 -2.669 1.483
C -2.888 -1.453 2.219
C -3.358 -0.246 1.435
O -2.235 -4.742 0.433
C -1.136 -5.618 0.689
C -0.837 -5.869 2.153
O -2.656 -2.898 -0.945
C -2.480 -1.711 -1.750
C -1.076 -1.145 -1.712
H -1.846 -1.334 2.527
H -3.484 -1.564 3.124
H -2.690 -0.046 0.593
H -3.369 0.645 2.062
H -4.360 -0.408 1.038
H -0.233 -5.221 0.221
H -1.384 -6.545 0.171
H -0.837 -4.937 2.716
H 0.146 -6.340 2.229
H -1.574 -6.520 2.626
H -3.215 -0.964 -1.448
H -2.734 -1.999 -2.768
H -0.746 -0.948 -0.689
H -1.036 -0.208 -2.267
H -0.366 -1.842 -2.161
O 7.301 -11.517 4.232
P 5.873 -11.851 4.251
O 5.177 -11.296 5.592
C 5.475 -10.002 6.102
C 4.686 -8.906 5.408
O 5.736 -13.421 4.488
C 6.883 -14.278 4.518
C 7.410 -14.449 5.928
O 4.629 -11.820 3.252
C 4.320 -10.755 2.351
C 5.517 -10.080 1.712
H 6.544 -9.793 6.025
H 5.223 -10.036 7.161
H 5.042 -8.780 4.378
H 4.815 -7.955 5.929
H 3.622 -9.141 5.370
H 7.658 -13.905 3.850
H 6.554 -15.239 4.122
H 7.482 -13.490 6.441
H 8.396 -14.915 5.915
H 6.740 -15.079 6.513
H 3.693 -10.029 2.875
H 3.699 -11.189 1.568
H 6.238 -9.719 2.450
H 5.169 -9.228 1.123
H 6.045 -10.766 1.050
O -1.083 6.134 1.528
P -1.992 5.510 0.562
O -3.325 4.984 1.284
C -4.010 5.804 2.235
C -4.977 6.764 1.572
O -1.348 4.089 0.157
C -0.059 3.709 0.625
C -0.154 2.929 1.922
O -2.492 5.797 -0.911
C -2.888 7.101 -1.391
C -2.081 8.248 -0.820
H -3.293 6.343 2.857
H -4.557 5.120 2.884
H -4.443 7.539 1.017
H -5.597 7.260 2.318
H -5.625 6.235 0.872
H 0.587 4.579 0.738
H 0.379 3.084 -0.156
H -0.825 3.408 2.634
H 0.829 2.829 2.386
H -0.549 1.929 1.732
H -3.955 7.239 -1.204
H -2.765 7.073 -2.472
H -2.085 8.246 0.273
H -2.492 9.198 -1.161
H -1.042 8.188 -1.144
O -2.131 10.146 -5.173
P -2.792 9.833 -6.446
O -4.288 9.311 -6.195
C -5.150 9.978 -5.271
C -5.872 11.151 -5.904
O -2.137 8.477 -7.005
C -1.022 7.877 -6.351
C -1.473 6.864 -5.319
O -2.896 10.478 -7.889
C -3.094 11.885 -8.137
C -2.396 12.792 -7.145
H -4.588 10.298 -4.391
H -5.875 9.233 -4.944
H -5.178 11.966 -6.124
H -6.635 11.541 -5.230
H -6.347 10.851 -6.838
H -0.384 8.637 -5.898
H -0.433 7.388 -7.127
H -2.278 7.264 -4.702
H -0.642 6.576 -4.672
H -1.860 5.965 -5.801
H -4.165 12.093 -8.175
H -2.709 12.071 -9.138
H -2.673 12.560 -6.114
H -2.658 13.832 -7.341
H -1.313 12.690 -7.223
*
```

---

The following is a DFT calculation (ωB97M-V/def2-TZVPD) of a 3-piece molecular cluster, C22H40N5O8P2S overall.

Values from the calculation:
- LUMO: -2.94 eV
- Calculated total energy: -2818.67305 Ha
- HOMO-LUMO gap: 0.286 Ha

Geometry as ORCA input:
```
! wB97M-V def2-TZVPD RIJCOSX def2/J DEFGRID3
* xyz 1 1
N 0.039 -2.459 3.226
C 0.766 -1.489 2.402
C 0.685 -1.997 0.969
C 1.422 -1.076 -0.048
C 0.633 -1.061 -1.287
N 0.795 -1.820 -2.353
C 1.788 -2.835 -2.584
S 3.227 -2.075 -3.427
O 2.941 -0.672 -3.409
O 4.411 -2.459 -2.745
N -0.097 -1.567 -3.336
C -0.847 -0.627 -2.847
P -2.261 0.121 -3.720
P -3.448 -1.603 -4.386
O -3.119 -2.774 -3.595
O -3.146 -1.870 -5.927
O -4.958 -1.137 -4.250
N -0.425 -0.280 -1.587
C -0.955 0.748 -0.671
C -0.896 2.147 -1.329
C 0.196 3.066 -0.724
N 1.460 3.103 -1.472
C 1.538 4.255 -2.385
C 1.534 5.588 -1.671
C 2.025 5.667 -0.397
C 2.001 6.859 0.278
C 1.473 7.957 -0.340
C 1.000 7.896 -1.607
C 1.023 6.696 -2.276
O 0.509 6.613 -3.561
H 0.500 -3.350 3.080
H 0.066 -2.189 4.201
H 1.812 -1.355 2.705
H 0.239 -0.537 2.516
H -0.370 -2.042 0.695
H 1.134 -2.989 0.941
H 2.420 -1.456 -0.259
H 1.560 -0.062 0.321
H 1.377 -3.639 -3.191
H 2.093 -3.277 -1.639
H 3.221 -2.475 -4.728
H -1.697 0.755 -4.845
H -3.188 -1.056 -6.449
H -5.030 -0.271 -3.826
H -1.978 0.479 -0.421
H -0.387 0.768 0.251
H -1.856 2.616 -1.111
H -0.828 2.100 -2.416
H 0.419 2.669 0.274
H -0.242 4.048 -0.561
H 1.439 2.294 -2.084
H 2.499 4.176 -2.903
H 0.778 4.224 -3.174
H 2.432 4.793 0.091
H 2.379 6.884 1.289
H 1.437 8.890 0.209
H 0.605 8.768 -2.109
H 0.949 7.301 -4.071
C -1.678 0.232 7.467
C -0.414 -0.589 7.544
O 0.585 -0.268 6.939
C -0.449 -1.826 8.407
H -1.513 1.089 6.816
H -2.491 -0.370 7.058
H -1.952 0.591 8.460
H -1.208 -2.518 8.039
H -0.670 -1.555 9.440
H 0.521 -2.317 8.372
C -0.365 -7.131 0.158
C -0.848 -5.859 0.812
O -0.198 -5.301 1.668
C -2.178 -5.312 0.355
H 0.598 -7.412 0.580
H -1.078 -7.937 0.338
H -0.252 -6.979 -0.917
H -2.967 -6.041 0.543
H -2.143 -5.082 -0.713
H -2.401 -4.401 0.907
*
```

---

The following is a DFT calculation (ωB97M-V/def2-TZVPD) of C3H5NO2 as an isolated structure.

Values from the calculation:
- ΔE to the lowest compared entry with this formula, charge and spin: 386.4 kJ/mol
- LUMO: 0.50 eV
- Calculated total energy: -322.42717 Ha
- HOMO-LUMO gap: 0.378 Ha

Geometry as ORCA input:
```
! wB97M-V def2-TZVPD RIJCOSX def2/J DEFGRID3
* xyz 0 1
C -1.083 -0.860 0.205
C 0.829 -0.431 0.742
C -0.087 0.118 -0.329
N -0.200 -1.482 0.920
O -0.565 1.784 0.236
O 0.231 0.086 -1.584
H -2.018 -1.204 -0.084
H 1.783 -0.810 0.469
H 0.838 0.249 1.529
H -0.924 2.356 -0.424
H 1.196 0.194 -1.681
*
```

---

Repeat the seventh record exactly.
The following is a DFT calculation (ωB97M-V/def2-TZVPD) of C3H5NO2 as an isolated structure.

Values from the calculation:
- ΔE to the lowest compared entry with this formula, charge and spin: 386.4 kJ/mol
- LUMO: 0.50 eV
- Calculated total energy: -322.42717 Ha
- HOMO-LUMO gap: 0.378 Ha

Geometry as ORCA input:
```
! wB97M-V def2-TZVPD RIJCOSX def2/J DEFGRID3
* xyz 0 1
C -1.083 -0.860 0.205
C 0.829 -0.431 0.742
C -0.087 0.118 -0.329
N -0.200 -1.482 0.920
O -0.565 1.784 0.236
O 0.231 0.086 -1.584
H -2.018 -1.204 -0.084
H 1.783 -0.810 0.469
H 0.838 0.249 1.529
H -0.924 2.356 -0.424
H 1.196 0.194 -1.681
*
```

---

Among the records above, which one has the lowest calculated total energy? C50H63Cl2N4O5PSScSi